Formula: C3H9NO2
Source: the OMol25 dataset
Level of theory: wB97M-V/def2-TZVPD

Last column: natural (NBO) charge in e.
CARTESIAN COORDINATES (ANGSTROEM)
O -1.84385 1.63617 1.52784  -0.6878
O 3.31130 0.33082 -0.22681  -0.1968
N -1.12752 -0.42046 0.61139  -0.7070
C 1.29285 -0.57869 -1.16585  -0.6407
C -2.29703 0.47565 0.87686  0.0731
C 2.83209 -0.36201 -1.05893  0.4466
H 0.78162 0.23157 -0.67065  0.2735
H -0.42356 0.00067 1.22066  0.3726
H 1.08284 -0.77338 -2.21257  0.2708
H -2.95969 -0.06408 1.56097  0.2023
H -1.30628 -1.31471 1.06271  0.3891
H 1.27182 -1.52131 -0.60338  0.2773
H -1.15406 2.06130 1.04737  0.4707
H 3.40956 -0.52496 -1.98470  0.2628
H -2.87009 0.82342 0.01510  0.1935

Forces on atoms 1 to 2 (eV/Å):
O -0.70 -0.95 1.19
O 0.14 -0.71 0.32

As for the spin multiplicity: 2. Its total charge is +1. Its energy above the lowest of the compared OMol25 structures with the same formula, charge and spin is 61.7 kcal per mole. For the HOMO-LUMO gap (spin up / spin down), the calculation gives 9.86 / 3.95 eV.